DFT (wB97M-V/def2-TZVPD) results for a molecular structure, C4H2O2Yb at a distorted geometry.

```
9
Properties=species:S:1:pos:R:3:forces:R:3
Yb 1.571 0.355 -0.896 -1.05 -0.26 0.85
O 1.490 -0.236 1.201 -1.43 0.69 -0.24
O 0.261 0.356 1.013 2.72 0.14 0.24
C -2.328 0.167 -0.168 -0.02 0.96 0.79
C -1.247 -0.724 -0.050 -1.08 -2.59 -3.86
C -0.785 -1.712 -0.690 0.39 1.57 2.18
C -3.226 0.976 -0.249 0.71 -0.35 0.49
H -0.188 -2.615 -0.755 -0.41 0.24 -0.16
H -3.978 1.742 -0.167 0.17 -0.41 -0.28
```
Forces are in eV/Å.

HOMO-LUMO gap (spin up / spin down) ... 7.50 / 7.43 eV
HOMO level (spin up / spin down) ... -13.2 / -13.2 eV
Spin multiplicity ... 2
Net charge ... +1
Energy above the lowest of the compared OMol25 structures with the same formula, charge and spin ... 33.5 kcal/mol

natural (NBO) atomic charge list, values in e, 5 entries: atom 1 (Yb): 1.80, atom 2 (O): -0.49, atom 3 (O): -0.34, atom 4 (C): -0.16, atom 5 (C): -0.03